[1]
Formula: C4H8N2S
Source: the Open Molecules 2025 dataset
Level of theory: the ωB97M-V functional and the def2-TZVPD basis

Total charge: 0
Structure (SMILES): C=C/N=C(/C)NS
LUMO: 0.0221 hartree
Molecular weight: 116.189 g/mol

Each line ends with the Mulliken charge.
Cartesian coordinates (Å):
C: -2.686 -0.444 -0.249  -0.8987
C: -1.436 -0.406 0.268  0.0293
N: -0.585 0.622 -0.011  -0.5445
C: 0.654 0.551 0.047  0.7837
C: 1.499 1.726 -0.213  -1.0795
N: 1.337 -0.649 0.292  -0.4419
S: 1.003 -2.232 -0.292  -0.1211
H: -3.411 -1.191 -0.031  0.2801
H: -3.016 0.319 -0.963  0.2547
H: -1.118 -1.085 1.032  0.4029
H: 0.893 2.651 -0.309  0.3174
H: 1.937 1.565 -1.220  0.2705
H: 2.362 1.832 0.495  0.3307
H: 2.323 -0.622 0.354  0.2763
H: 0.244 -2.637 0.801  0.1400

[2]
Formula: C17H28Cl3GaN5O2P
Source: the Open Molecules 2025 dataset
Level of theory: the ωB97M-V functional and the def2-TZVPD basis

Total charge: +2
LUMO: -0.2663 hartree
Molecular weight: 541.500 g/mol

Each line ends with the Mulliken charge.
Cartesian coordinates (Å):
Ga: -0.344 -0.693 0.768  -0.0901
N: -0.397 -2.900 0.700  -0.3297
C: -1.645 -3.354 0.036  -0.6592
C: -1.955 -2.425 -1.120  -0.7124
N: -1.915 -1.005 -0.689  0.3351
C: -3.114 -0.467 -0.070  -1.0167
C: -1.624 -0.815 2.321  -1.5850
N: -1.955 1.959 2.554  -0.3888
H: 0.409 -3.369 0.296  0.3818
H: -0.410 -3.176 1.681  0.2038
H: -2.452 -3.357 0.768  0.2276
H: -1.547 -4.375 -0.331  0.5362
H: -2.925 -2.661 -1.557  0.5211
H: -1.205 -2.549 -1.904  0.2710
H: -1.630 -0.415 -1.469  0.1916
H: -3.830 -1.253 0.166  0.4368
H: -1.421 0.775 0.587  0.2308
H: -2.234 -1.721 2.289  0.9725
H: -3.805 0.168 2.134  0.6338
H: -2.739 2.523 2.893  0.3008
H: -3.353 1.463 0.692  0.5187
C: 2.841 -1.975 0.783  -1.4195
P: 1.993 -0.399 0.519  1.2876
C: 2.628 0.741 1.757  -1.6702
C: 2.396 0.173 -1.131  0.4985
C: 3.386 1.133 -1.338  -0.6108
C: 3.699 1.529 -2.632  -0.6615
C: 3.033 0.968 -3.713  -0.6029
C: 2.052 0.004 -3.509  -0.7721
C: 1.733 -0.388 -2.222  -0.1234
H: 3.916 -1.782 0.799  0.4929
H: 2.638 -2.665 -0.036  0.3860
H: 2.551 -2.413 1.739  0.4276
H: 3.693 0.900 1.587  0.6094
H: 2.485 0.307 2.745  0.4076
H: 2.097 1.692 1.722  0.4203
H: 3.921 1.576 -0.508  0.2967
H: 4.470 2.271 -2.793  0.4486
H: 3.281 1.278 -4.719  0.4525
H: 1.538 -0.433 -4.355  0.4492
H: 0.960 -1.136 -2.068  0.2595
Cl: -2.859 -0.370 4.659  -0.0548
C: -1.333 -0.530 3.765  1.5807
Cl: -2.678 0.480 1.440  -0.5742
Cl: -0.408 -1.933 4.349  -0.1047
C: -0.497 0.745 3.952  0.2003
O: 0.651 0.728 4.269  -0.4704
O: -1.169 1.879 3.749  -0.2203
N: 0.353 2.593 -1.806  -0.1711
C: -0.225 3.524 -2.589  -0.2602
C: -1.567 3.235 -2.626  -1.1351
C: -1.700 2.095 -1.821  -0.1376
N: -0.528 1.702 -1.323  0.2747
H: 1.333 2.490 -1.604  0.1582
H: 0.350 4.311 -3.048  0.4652
H: -2.338 3.770 -3.151  0.4487
H: -2.604 1.549 -1.586  0.4448

[3]
Formula: C6H9NO2
Source: the Open Molecules 2025 dataset
Level of theory: the ωB97M-V functional and the def2-TZVPD basis

Total charge: 0
Structure (SMILES): [H]/N=C1/CC(=O)[C@@](C)(O)C1
LUMO: 0.0231 hartree
Molecular weight: 127.143 g/mol

Each line ends with the Mulliken charge.
Cartesian coordinates (Å):
H: -0.535 2.457 2.209  0.2479
N: -1.198 2.167 1.453  -0.6779
C: -0.806 1.266 0.694  0.4863
C: -1.619 0.714 -0.429  -0.7431
C: -0.931 -0.642 -0.796  0.2691
O: -1.496 -1.639 -1.115  -0.5330
C: 0.618 -0.477 -0.416  1.4233
C: 1.268 -1.827 -0.151  -1.6705
O: 1.310 0.120 -1.491  -0.5911
C: 0.528 0.440 0.799  -1.1529
H: -2.657 0.556 -0.150  0.3765
H: -1.608 1.378 -1.297  0.2986
H: 1.621 -2.240 -1.096  0.3994
H: 2.119 -1.713 0.511  0.3955
H: 0.560 -2.525 0.287  0.3495
H: 0.972 1.019 -1.616  0.3532
H: 1.385 1.105 0.893  0.4085
H: 0.467 -0.161 1.712  0.3607

[4]
Formula: CHNO
Source: the Open Molecules 2025 dataset
Level of theory: the ωB97M-V functional and the def2-TZVPD basis

Total charge: 0
LUMO (alpha / beta): -0.0952 / -0.0951 hartree
Molecular weight: 43.025 g/mol

Each line ends with the Mulliken charge.
Cartesian coordinates (Å):
C: 1.544 -0.143 0.224  0.2502
N: 2.512 -0.847 -0.078  -0.2540
O: 2.416 0.779 -0.035  -0.2621
H: -0.464 0.021 -0.011  0.2660

[5]
Formula: C4H7NO2
Source: the Open Molecules 2025 dataset
Level of theory: the ωB97M-V functional and the def2-TZVPD basis

Total charge: 0
Structure (SMILES): O=C[C@@H]1NC[C@@H]1O
LUMO: 0.0265 hartree
Molecular weight: 101.105 g/mol

Each line ends with the Mulliken charge.
Cartesian coordinates (Å):
O: 2.016 0.724 1.092  -0.5080
C: 1.681 -0.225 0.420  -0.0755
C: 0.662 -0.116 -0.695  0.0254
N: 0.074 1.218 -0.837  -0.5771
C: -1.105 0.807 -0.045  -0.5620
C: -0.710 -0.667 -0.249  0.0406
O: -0.629 -1.499 0.881  -0.5388
H: 2.119 -1.228 0.581  0.3602
H: 1.088 -0.539 -1.615  0.3026
H: 0.645 1.918 -0.369  0.2933
H: -1.049 1.081 1.018  0.2967
H: -2.064 1.132 -0.462  0.3006
H: -1.257 -1.147 -1.071  0.3429
H: -1.470 -1.459 1.352  0.2991

[6]
Formula: C3H13N2O
Source: the Open Molecules 2025 dataset
Level of theory: the ωB97M-V functional and the def2-TZVPD basis

Total charge: +2
2S+1: 2
Expectation value of S²: 0.754
LUMO (alpha / beta): -0.2677 / -0.4661 hartree
Molecular weight: 93.150 g/mol

Each line ends with the Mulliken charge.
Cartesian coordinates (Å):
N: 0.489 -0.748 0.868  -0.2244
C: -0.066 -0.959 -0.542  -0.5486
C: 0.593 0.019 -1.549  -0.5443
N: 0.765 1.418 -1.183  -0.0074
C: -0.383 2.309 -1.100  -0.6935
H: 0.901 0.173 1.022  0.3858
H: 1.327 -1.337 0.940  0.4154
H: -0.111 -1.030 1.660  0.2257
H: -1.145 -1.029 -0.436  0.4034
H: 0.341 -1.899 -0.915  0.3522
H: 0.024 -0.078 -2.491  0.3777
H: 1.576 -0.352 -1.830  0.4786
H: 1.453 1.814 -1.841  0.3591
H: -1.069 1.902 -0.352  0.3246
H: -0.076 3.318 -0.838  0.3444
H: -0.914 2.294 -2.068  0.3787
H: -1.112 -2.697 3.688  0.3224
H: -1.552 -1.256 3.760  0.3278
O: -1.042 -1.863 3.206  -0.6775

[7]
Formula: C6H13O5P
Source: the Open Molecules 2025 dataset
Level of theory: the ωB97M-V functional and the def2-TZVPD basis

Total charge: 0
LUMO: 0.0177 hartree
Molecular weight: 196.139 g/mol

Each line ends with the Mulliken charge.
Cartesian coordinates (Å):
C: -2.142 -0.096 1.304  -1.5193
C: 0.488 1.799 -1.986  -1.4241
C: -0.594 -0.400 1.062  -0.1563
C: -0.434 0.866 -1.174  0.1175
C: 0.886 1.552 0.927  -0.1221
C: 0.102 0.695 0.252  0.5880
O: 1.868 -1.371 -1.245  -0.5314
O: -0.392 -1.821 0.551  -0.4312
O: -0.559 -0.368 -1.812  -0.5536
O: 1.668 -3.603 -0.026  -0.5166
O: 1.379 1.603 2.173  -0.5115
P: 1.780 -1.940 0.105  0.4539
H: -2.363 -0.936 1.960  0.4596
H: -2.188 0.928 1.598  0.3566
H: -2.677 -0.377 0.388  0.3594
H: 1.423 1.313 -2.402  0.2484
H: 0.559 2.671 -1.381  0.4405
H: -0.040 2.189 -2.892  0.3679
H: -0.143 -0.447 2.074  0.4216
H: -1.590 1.210 -1.211  0.2546
H: 1.256 2.377 0.359  0.2907
H: -1.054 -1.956 -0.094  0.3594
H: 0.306 -0.721 -2.176  0.3660
H: 1.405 -4.081 0.834  0.3344
H: 1.055 0.913 2.811  0.3475

[8]
Formula: C25H29AsF6N3O11PtS2Te
Source: the Open Molecules 2025 dataset
Level of theory: the ωB97M-V functional and the def2-TZVPD basis

Total charge: +1
LUMO: -0.1824 hartree
Molecular weight: 1123.239 g/mol

Each line ends with the Mulliken charge.
Cartesian coordinates (Å):
Pt: -0.316 1.645 -2.687  3.3935
O: 0.464 1.663 -7.348  -0.5935
As: 0.587 0.515 -6.076  1.1215
O: 1.385 -0.816 -6.508  -0.7447
O: -1.086 0.374 -5.555  -0.4139
C: 1.615 1.316 -4.581  -0.4142
C: 2.642 0.448 -4.187  -0.3872
C: 3.584 0.835 -3.259  -0.7205
C: 3.548 2.111 -2.687  -0.6454
C: 2.555 2.985 -3.043  -0.3930
C: 1.573 2.592 -3.979  0.0794
S: 0.392 3.818 -4.492  1.5871
O: 0.402 3.964 -5.918  -0.8575
O: 0.572 4.992 -3.708  -0.7294
O: -0.881 3.009 -4.096  -0.7037
H: 0.265 2.558 -7.012  0.5086
H: 2.681 -0.527 -4.658  0.6575
H: 4.374 0.148 -2.983  0.4595
H: 4.309 2.413 -1.980  0.4809
H: 2.493 3.983 -2.629  0.5556
F: 0.554 -3.816 0.725  -0.3426
C: 0.537 -2.576 1.244  0.3665
C: 0.485 -1.517 0.391  -0.7229
C: 0.497 -0.220 0.921  0.8329
C: 0.456 0.908 0.039  0.8550
O: 0.624 0.670 -1.202  -0.5617
C: 0.290 2.190 0.574  0.0663
C: 0.348 2.318 1.938  -0.5171
N: 0.477 1.284 2.785  0.4102
C: 0.619 1.530 4.208  -0.3011
C: -0.525 1.195 5.121  -0.4478
C: -0.175 2.627 4.841  -1.0616
C: 0.528 -0.019 2.303  -0.7742
C: 0.580 -1.128 3.159  -0.5279
C: 0.593 -2.415 2.647  -1.1775
N: 0.617 -3.510 3.541  0.2482
C: 0.338 -4.874 3.091  -0.7425
C: 0.216 -5.773 4.328  -0.7381
N: -0.236 -4.921 5.479  -0.1561
C: 0.869 -3.982 5.900  -0.7414
C: 1.580 -3.502 4.631  -0.6805
C: -0.027 3.411 -0.244  0.1205
O: -0.195 4.469 0.305  -0.6898
O: -0.094 3.324 -1.567  -0.5127
H: 0.432 -1.665 -0.682  0.6577
H: 0.281 3.305 2.374  0.8085
H: 1.629 1.365 4.565  0.4635
H: -0.295 0.781 6.093  0.3154
H: -1.424 0.817 4.654  0.2443
H: 0.320 3.201 5.610  0.2616
H: -0.863 3.190 4.228  0.3599
H: 0.566 -0.975 4.228  0.8940
H: 1.112 -5.293 2.444  0.4243
H: -0.599 -4.881 2.538  0.5189
H: 1.163 -6.213 4.635  0.3450
H: -0.508 -6.570 4.177  0.3989
H: -0.549 -5.489 6.266  0.3430
H: -1.030 -4.357 5.165  0.3763
H: 1.528 -4.534 6.568  0.3741
H: 0.396 -3.171 6.450  0.4384
H: 2.436 -4.146 4.400  0.3089
H: 1.973 -2.504 4.798  0.4734
F: -2.753 0.702 -4.012  -0.5811
Te: -1.599 -0.964 -4.145  1.4396
F: -2.232 -0.718 -2.263  -0.5324
F: -1.468 -2.640 -3.261  -0.4359
F: -0.888 -2.053 -5.488  -0.3605
F: -3.268 -1.538 -4.720  -0.3339
O: -0.050 -0.305 -3.332  -1.1167
C: -4.036 0.845 -1.839  -1.4097
S: -2.514 1.800 -1.729  1.2221
C: -3.080 3.369 -2.363  -1.3007
O: -2.308 1.872 -0.279  -0.6049
H: -4.725 1.549 -1.368  0.5756
H: -3.877 -0.038 -1.236  0.4018
H: -4.292 0.603 -2.862  0.3517
H: -3.799 3.158 -3.152  0.4441
H: -2.261 3.962 -2.743  0.2529
H: -3.533 3.838 -1.489  0.5369